Molecular formula: C38H31Cl5GeNO3S2Sc
Method: DFT, ωB97M-V/def2-TZVPD

The geometry in XYZ format:
```
82
Properties=species:S:1:pos:R:3:forces:R:3
Ge 1.233 1.867 -2.388 0.0 -0.1 -0.1
Sc 0.292 0.163 0.578 0.3 0.1 0.4
Cl -0.166 -3.153 -0.782 0.1 0.1 0.0
Cl -2.504 -4.514 -2.229 -0.1 -0.1 0.0
Cl -5.387 0.026 -1.917 0.0 0.0 0.0
Cl -5.130 -2.937 -2.817 0.0 0.0 0.0
Cl -3.095 1.425 -0.458 0.0 0.1 0.1
S 2.337 -3.821 1.314 0.0 0.1 0.0
S 0.506 -1.602 2.514 -0.1 -0.2 -0.1
O -0.819 1.297 1.691 0.0 0.4 0.2
O 4.458 1.050 1.079 -0.2 -0.2 0.0
O 2.286 0.573 0.810 0.3 -0.1 0.3
N 3.243 -1.781 2.619 -0.1 -0.4 -0.2
C 2.123 3.321 -3.425 0.0 0.1 -0.1
C 4.004 4.791 -3.910 -0.1 0.0 0.0
C 0.563 4.618 2.291 0.0 -0.1 0.0
C -2.525 0.202 -4.848 0.1 0.1 0.0
C 4.326 -2.039 1.669 -0.2 -0.2 0.0
C 2.469 5.021 0.903 -0.1 -0.1 0.0
C -3.918 -0.837 -1.597 0.0 0.0 0.0
C 4.576 -0.663 -3.303 -0.1 -0.1 0.1
C 0.207 3.463 1.539 -0.1 0.0 0.0
C -0.280 1.228 -3.494 -0.1 0.0 -0.1
C -0.175 0.103 -4.316 0.0 0.0 0.1
C 2.076 3.962 0.087 -0.2 0.0 0.1
C 4.131 -3.494 1.209 0.1 0.2 0.0
C 3.033 -1.986 -2.034 0.0 0.1 0.0
C 2.514 0.352 -2.495 0.1 0.0 -0.1
C 1.424 3.950 -4.459 0.0 0.0 0.0
C 0.447 2.231 -0.691 0.1 -0.6 0.3
C 3.428 3.764 -3.170 0.0 0.0 0.0
C 2.951 1.820 2.749 0.1 -0.1 -0.1
C -1.283 -0.409 -4.986 0.0 0.1 0.1
C 3.286 5.407 -4.932 0.0 0.0 0.0
C -1.533 1.841 -3.385 0.1 0.0 0.0
C -1.594 -2.204 -1.105 0.0 0.3 0.0
C 1.673 5.385 1.991 0.0 -0.1 -0.1
C 0.919 3.195 0.299 0.2 0.4 0.0
C 2.035 -2.233 2.028 0.1 0.2 0.1
C -2.642 -2.860 -1.744 0.0 0.1 0.0
C -2.646 1.335 -4.050 0.1 0.0 0.0
C -1.631 2.920 3.252 0.1 0.1 0.0
C 3.718 0.428 -3.200 0.0 0.0 0.0
C -0.753 2.566 2.083 0.0 -0.1 -0.2
C 1.992 4.982 -5.205 0.0 -0.1 0.1
C -2.841 -0.228 -0.950 0.2 -0.2 -0.1
C -3.815 -2.161 -2.003 0.0 0.0 0.0
C 3.290 1.080 1.458 -0.2 0.5 -0.3
C 4.241 -1.876 -2.710 0.0 0.2 -0.1
C 2.190 -0.885 -1.939 0.4 -0.1 -0.2
C -1.617 -0.864 -0.699 -0.1 -0.1 0.0
H 4.272 -1.362 0.815 0.0 0.0 -0.1
H -2.350 2.114 3.387 0.0 0.0 0.0
H 0.781 -0.407 -4.406 -0.1 0.0 0.0
H 1.251 -1.084 -1.449 -0.4 0.2 0.1
H 2.904 2.891 2.529 0.0 -0.1 0.0
H -3.396 -0.211 -5.347 0.0 0.0 0.0
H 4.909 -2.727 -2.778 0.0 0.0 0.0
H -1.058 3.019 4.188 0.0 0.0 -0.1
H 3.733 6.212 -5.508 0.0 -0.1 0.1
H 0.410 3.628 -4.693 0.1 0.0 0.0
H 1.419 5.451 -5.998 0.0 0.0 0.0
H 4.484 -3.626 0.183 0.0 0.0 0.0
H 1.992 1.500 3.142 -0.2 0.0 0.1
H 4.006 1.354 -3.687 0.0 0.0 0.0
H -0.630 2.106 -0.721 -0.1 0.3 -0.2
H 3.374 5.570 0.659 -0.1 0.0 0.0
H -0.013 4.857 3.181 0.0 0.0 -0.1
H 1.931 6.233 2.619 0.0 0.0 -0.1
H -3.615 1.806 -3.914 0.1 0.0 0.0
H 5.510 -0.560 -3.845 0.0 0.0 0.0
H 5.292 -1.907 2.153 0.1 0.0 0.0
H 5.015 5.113 -3.682 0.0 0.0 0.0
H 3.161 -0.809 2.876 0.0 0.1 0.0
H 3.739 1.661 3.484 0.1 0.0 0.0
H 2.676 3.760 -0.788 0.0 -0.1 0.0
H 2.733 -2.918 -1.566 0.0 0.0 0.0
H -1.181 -1.301 -5.595 0.0 0.0 0.0
H -2.171 3.864 3.107 0.1 -0.1 0.0
H 4.660 -4.193 1.855 0.0 0.0 0.1
H -1.648 2.705 -2.733 0.0 -0.1 -0.1
H 4.013 3.302 -2.375 -0.1 0.1 -0.1
```
Positions in Å, forces in eV/Å.

Computed properties:
Energy relative to the best compared isomer or geometry (same formula, charge and spin)   14.1 kcal per mole
Kohn-Sham gap (alpha / beta)   0.1585 / 0.1518 hartree
Total charge   -2

---

Molecular formula: C28H40CaIN2O2P4S2
Method: DFT, ωB97M-V/def2-TZVPD

The geometry in XYZ format:
```
80
Properties=species:S:1:pos:R:3:forces:R:3
I -5.967 -1.408 -1.429 0.1 0.0 0.0
Ca 0.006 0.014 -0.451 -0.5 0.2 0.4
S 1.990 -0.123 -2.474 0.2 -0.2 -0.3
S 3.656 2.755 -0.140 -0.1 -0.1 -0.1
P 1.591 -0.299 2.119 0.0 0.0 -0.2
P -1.167 -1.979 1.549 0.1 -0.2 0.1
P -1.398 2.242 -2.047 0.1 -0.1 0.0
P -1.666 1.982 1.299 0.0 0.0 -0.1
O 1.690 -1.360 -1.742 -0.1 -0.1 0.1
O 0.995 0.165 -3.480 0.2 0.0 -0.2
N 2.034 1.042 -1.373 -0.3 0.2 0.2
N -1.696 -1.334 -1.782 0.2 0.1 0.1
C 4.223 1.007 -2.220 0.0 -0.1 -0.1
C -0.363 -2.030 3.199 0.0 0.0 0.0
C -0.263 3.379 -2.910 0.0 0.0 0.0
C -2.423 -2.763 -3.540 0.0 0.0 0.0
C 4.368 -0.708 -3.945 -0.1 -0.1 -0.1
C -0.847 3.512 1.881 0.0 0.0 0.0
C -2.996 2.684 0.227 0.0 0.0 0.0
C -2.536 1.732 -3.383 0.0 0.0 0.0
C -2.889 -2.509 1.895 0.0 0.1 -0.1
C -4.020 -1.763 -2.081 -0.1 0.0 0.1
C -3.744 -2.586 -3.163 0.0 0.0 0.0
C -0.285 -2.876 5.467 0.0 0.0 0.0
C 0.846 -1.355 3.418 0.0 0.0 0.0
C 1.474 -1.469 4.658 0.0 0.0 0.0
C 6.283 0.644 -3.357 0.0 0.0 0.0
C -2.632 1.474 2.767 0.0 0.0 0.0
C 5.553 1.338 -2.400 0.0 0.0 0.0
C 2.010 1.219 3.046 0.0 0.0 0.0
C 3.663 -0.007 -2.991 -0.1 0.2 0.2
C 5.703 -0.366 -4.120 0.0 0.0 0.0
C -2.432 3.378 -1.019 0.0 0.0 0.0
C 0.919 -2.221 5.679 0.0 0.0 0.0
C -2.966 -1.157 -1.422 0.0 0.0 0.0
C -0.493 -3.514 0.793 0.0 0.0 0.0
C 3.239 -1.035 1.843 0.0 0.0 0.0
C 3.250 1.598 -1.243 0.2 0.2 0.1
C -0.914 -2.784 4.237 0.0 0.0 0.0
C -1.424 -2.119 -2.827 0.0 0.0 0.0
H -1.572 4.269 2.183 0.0 0.0 0.0
H 6.298 -0.887 -4.857 0.0 0.0 0.0
H 5.996 2.123 -1.801 0.0 0.0 0.0
H 2.754 1.037 3.822 0.0 0.0 0.0
H 2.402 1.952 2.339 0.0 0.0 0.0
H 1.421 -2.293 6.634 0.0 0.0 0.0
H -1.963 1.048 3.517 0.0 0.0 0.0
H -3.143 -0.505 -0.572 0.0 0.0 0.0
H -0.207 3.279 2.732 0.0 0.0 0.0
H -0.581 -4.369 1.465 0.0 0.0 0.0
H -1.043 -3.723 -0.127 0.0 0.0 0.0
H 0.558 -3.371 0.536 0.0 0.0 0.0
H -3.345 0.702 2.473 0.0 0.0 0.0
H -3.240 3.799 -1.621 0.0 0.0 0.0
H -3.451 -2.473 0.960 0.0 0.0 0.0
H -1.797 4.217 -0.721 0.0 0.0 0.0
H -2.946 -3.527 2.282 0.0 0.0 0.0
H -0.205 3.914 1.096 0.0 0.0 0.0
H 1.109 1.620 3.511 0.0 0.0 0.0
H -0.782 4.204 -3.399 0.0 0.0 0.0
H -3.180 2.308 3.209 0.0 0.0 0.0
H -1.847 -3.312 4.093 0.0 0.0 0.0
H 0.286 2.799 -3.652 0.0 0.0 0.0
H -4.543 -3.078 -3.702 0.0 0.0 0.0
H -2.169 -3.392 -4.381 0.0 0.0 0.0
H -0.733 -3.463 6.258 0.0 0.0 0.0
H 3.141 -1.990 1.327 0.0 0.0 0.0
H -3.598 3.384 0.813 0.0 0.0 0.0
H -2.907 2.580 -3.960 0.0 0.0 0.0
H -1.995 1.056 -4.048 0.0 0.0 0.0
H -3.362 -1.831 2.604 0.0 0.0 0.0
H -3.386 1.192 -2.962 0.0 0.0 0.0
H 0.462 3.774 -2.196 0.0 0.0 0.0
H 3.797 -0.350 1.200 0.0 0.0 0.0
H -0.379 -2.218 -3.090 0.0 0.0 0.0
H 3.794 -1.180 2.771 0.0 0.0 0.0
H 7.325 0.890 -3.516 0.0 0.0 0.0
H 3.903 -1.488 -4.532 0.0 0.0 0.0
H -3.660 1.861 -0.061 0.0 0.0 0.0
H 2.413 -0.957 4.833 0.0 0.0 0.0
```
Positions in Å, forces in eV/Å.

Computed properties:
Energy relative to the best compared isomer or geometry (same formula, charge and spin)   8.2 kcal per mole
Kohn-Sham gap   0.2992 hartree
Total charge   +1

---

Molecular formula: C16H17N
Method: DFT, ωB97M-V/def2-TZVPD

The geometry in XYZ format:
```
34
Properties=species:S:1:pos:R:3:forces:R:3
N -0.904 -0.670 1.390 0.3 -0.1 0.6
C 0.509 -1.223 -5.083 -0.9 1.1 0.1
C -0.989 -0.048 2.610 -0.7 0.1 -0.7
C 0.120 1.187 -3.678 -0.6 -1.3 -1.2
C 0.785 1.174 -4.920 0.5 1.0 1.1
C 0.084 2.357 -2.778 -1.3 1.2 0.4
C 0.204 -1.522 1.421 -1.5 1.0 -0.4
C -1.930 0.871 3.050 -0.3 0.8 0.6
C 0.939 0.011 -5.631 0.2 -1.9 -0.1
C 2.054 -2.167 3.035 0.3 0.8 -0.9
C -0.836 0.834 5.164 0.5 0.1 1.2
C -0.702 0.053 -3.447 0.8 1.5 0.9
C 0.044 -0.517 3.417 0.9 0.8 0.5
C -1.876 1.301 4.375 0.0 -0.6 -1.9
C -0.455 -1.143 -4.072 -0.3 -0.2 -0.3
C 0.861 -1.358 2.599 -0.1 -1.8 0.3
C 0.155 -0.016 4.729 -0.4 -0.5 -1.0
H -2.663 1.339 2.401 0.0 -0.4 -0.2
H 1.413 -0.041 -6.607 0.3 0.3 0.2
H -0.620 3.132 -3.151 0.2 -0.1 -0.2
H -2.649 1.999 4.640 0.1 0.2 0.7
H 0.168 -2.262 0.640 1.0 0.0 -0.2
H 1.915 -3.241 3.026 -0.3 -0.2 0.3
H -1.333 -0.267 0.565 0.0 -0.4 -0.2
H -0.350 2.154 -1.798 0.2 -0.4 0.0
H 1.296 2.098 -5.210 -0.2 -0.3 -0.3
H 0.784 -2.191 -5.468 0.0 0.0 -0.5
H 0.968 -0.333 5.368 0.0 0.1 0.1
H 1.005 2.893 -2.611 0.5 -0.2 -0.1
H -1.096 -1.975 -3.787 0.4 -0.2 0.0
H -0.746 1.150 6.180 -0.2 0.4 0.6
H -1.441 0.200 -2.658 0.0 -0.5 0.0
H 2.436 -1.807 3.977 0.0 -0.2 0.5
H 2.850 -1.970 2.313 0.1 -0.1 0.0
```
Positions in Å, forces in eV/Å.

Computed properties:
Energy relative to the best compared isomer or geometry (same formula, charge and spin)   18.2 kcal per mole
Kohn-Sham gap (alpha / beta)   0.0839 / 0.3055 hartree
Total charge   -1
Multiplicity   2
⟨S²⟩   0.751

---

Molecular formula: C34H86ClN6O15
Method: DFT, ωB97M-V/def2-TZVPD

The geometry in XYZ format:
```
142
Properties=species:S:1:pos:R:3:forces:R:3
Cl -0.992 -0.686 -0.186 1.0 0.0 0.1
O -1.041 -1.933 0.549 -0.4 0.0 -0.1
O 4.335 -2.293 -1.398 0.0 -0.3 -0.5
O 0.404 -0.353 -0.380 0.0 0.2 0.0
O 1.681 -6.070 0.015 0.0 0.0 -0.1
O -6.076 -3.169 -4.123 0.1 -0.1 0.5
O -1.614 -0.823 -1.480 -0.4 -0.2 0.1
O -2.164 6.111 4.777 0.4 0.0 -0.2
O 4.340 2.809 1.029 0.4 0.1 0.1
O 3.685 -1.033 2.700 -0.1 -0.2 0.2
O -7.005 0.755 -1.508 0.1 0.0 -0.1
O 7.013 0.795 -3.148 -0.3 0.0 -0.1
O -1.636 0.360 0.576 -0.2 -0.1 0.0
O 0.743 3.503 1.015 0.4 -0.3 0.2
O -3.683 -5.334 -1.820 0.4 -0.5 0.4
O -4.215 3.103 3.043 0.4 0.3 -0.3
N 6.880 -1.291 -1.316 0.3 0.2 -0.3
N 3.585 0.306 -0.051 0.3 0.4 -1.1
N -5.211 -0.643 -3.274 0.1 0.9 -0.3
N 1.724 1.156 2.425 -2.0 0.5 0.4
N -3.312 5.691 2.297 -0.9 -0.1 0.6
N -1.934 -5.617 0.386 0.2 0.1 0.9
C 4.411 -2.165 3.076 0.2 -0.3 -0.2
C -2.671 7.264 4.150 -0.8 -0.1 0.4
C 8.114 -1.003 -2.057 -0.8 -0.6 1.1
C 1.556 -0.044 3.259 0.2 0.0 -0.3
C 2.502 -7.143 -0.359 0.1 0.0 0.2
C 1.227 3.575 2.345 -0.2 0.9 0.2
C -4.316 1.805 2.530 0.1 -1.1 -0.5
C -3.640 -5.249 -3.204 -0.2 0.3 -0.9
C 7.045 2.110 -3.614 0.6 0.9 -0.1
C 1.099 2.302 3.145 1.0 -0.5 0.3
C -5.708 1.254 -1.810 0.1 0.2 0.1
C -0.541 -5.237 0.274 -0.1 0.6 -0.9
C 3.020 -2.725 -1.103 -0.7 0.1 0.4
C -4.268 -1.655 -3.686 -0.6 -0.3 -0.2
C -7.865 1.755 -1.060 -0.4 0.9 -0.4
C -2.109 6.217 6.180 -0.3 0.0 -0.3
C 4.197 1.346 -0.893 0.2 0.0 -0.4
C 3.665 1.291 -2.330 0.0 0.5 -0.2
C 3.999 2.746 -0.336 -0.2 0.2 -0.1
C -2.884 -4.529 0.260 -1.1 -1.2 0.4
C -4.807 0.095 -2.091 0.1 -1.0 0.4
C -0.652 3.614 0.941 -0.5 0.8 0.1
C -4.677 5.413 2.783 0.5 -0.2 0.5
C -6.638 -4.146 -4.938 -0.7 -0.3 -0.4
C -3.220 -4.162 -1.177 0.3 0.6 0.7
C 4.876 4.049 1.390 0.1 -0.2 0.2
C 8.195 0.443 -2.493 0.6 -1.2 -0.2
C -2.790 7.002 2.659 0.6 -0.2 -0.6
C 0.334 -6.454 0.156 -0.3 -0.4 0.3
C 6.706 -2.719 -1.085 -0.8 0.7 -0.1
C -4.913 -2.618 -4.667 1.2 0.4 -0.6
C 2.284 -1.272 2.732 -0.1 0.7 -0.1
C -5.056 4.010 2.362 -0.7 0.2 0.2
C 5.276 -3.006 -0.644 0.2 -0.4 0.4
H -3.355 7.809 2.185 -0.2 -0.1 0.1
H 6.924 -3.294 -1.999 0.2 -0.1 0.2
H -0.351 -4.630 -0.631 0.0 -0.1 0.1
H 1.909 -1.505 1.729 0.1 -0.1 0.0
H -5.364 1.520 2.364 0.0 0.0 0.2
H -3.760 0.386 -2.190 -0.1 0.3 -0.1
H 2.827 -3.775 -1.352 0.3 0.0 -0.2
H 4.158 4.867 1.241 0.1 0.1 0.0
H -3.869 -2.240 -2.845 0.0 0.2 -0.1
H 2.311 -2.089 -1.631 0.1 0.0 -0.1
H 5.809 4.272 0.849 -0.2 0.0 -0.2
H 0.482 -0.287 3.290 0.1 -0.2 0.5
H -2.313 -3.743 -1.632 -0.2 -0.1 -0.4
H 0.960 1.050 1.749 0.9 -0.4 -0.9
H 3.904 -0.571 -0.467 0.0 0.2 0.3
H 2.052 -2.097 3.417 0.0 -0.1 -0.1
H -5.083 -2.148 -5.648 -0.4 0.2 0.2
H 6.152 2.340 -4.188 -0.2 -0.2 0.1
H -2.637 -5.031 -3.602 0.0 0.2 0.3
H -2.068 8.155 4.367 0.1 -0.1 -0.1
H 3.830 0.318 -2.794 0.1 -0.1 0.2
H 7.324 -3.007 -0.233 0.4 -0.3 -0.3
H -1.209 2.869 1.517 0.2 -0.3 -0.3
H -4.336 -4.479 -3.571 0.3 -0.6 0.4
H -2.213 -6.419 -0.157 0.2 0.1 -0.3
H -0.924 3.609 -0.111 -0.1 -0.4 0.0
H 8.416 1.055 -1.613 -0.2 0.3 -0.1
H 4.653 3.436 -0.895 0.0 -0.1 -0.1
H 1.684 2.419 4.067 -0.3 0.3 0.1
H -4.024 -3.417 -1.185 0.2 0.1 0.0
H -3.428 -1.184 -4.204 0.1 0.0 0.1
H 5.457 -2.035 2.787 0.0 0.2 0.1
H 5.076 -4.082 -0.754 0.1 0.0 0.1
H 4.149 2.041 -2.969 0.0 0.0 0.0
H 2.591 1.503 -2.352 0.0 -0.1 0.1
H 2.794 -2.608 -0.035 0.1 0.0 0.0
H -3.847 1.092 3.208 -0.2 0.2 0.3
H 4.060 -3.068 2.554 -0.1 0.0 0.1
H -5.345 1.828 -0.949 0.1 0.0 0.0
H -3.824 -4.903 0.698 0.1 0.1 -0.1
H 3.534 -6.806 -0.263 0.0 0.0 -0.2
H 5.172 -2.757 0.420 -0.1 0.1 -0.1
H -2.592 -3.708 0.907 0.2 0.3 -0.5
H -7.355 -4.732 -4.363 0.0 0.2 0.1
H 8.236 -1.714 -2.891 0.0 0.3 -0.2
H -8.891 1.412 -1.193 0.0 -0.1 0.3
H 7.913 2.309 -4.266 -0.1 -0.3 0.0
H 0.680 4.391 2.852 0.0 -0.2 0.1
H 1.957 0.151 4.259 -0.2 0.1 0.0
H 2.968 3.105 -0.485 0.0 -0.2 0.1
H 2.377 -8.012 0.303 -0.1 0.1 0.0
H -3.919 -6.202 -3.660 -0.2 -0.1 0.3
H -3.120 6.352 6.592 0.1 0.0 0.0
H 0.051 2.111 3.425 0.0 -0.1 0.0
H -7.178 -3.664 -5.765 0.1 -0.2 -0.1
H -5.739 1.914 -2.689 -0.2 0.0 0.1
H -1.005 4.588 1.327 0.3 0.0 0.0
H 8.915 -1.201 -1.335 0.3 0.1 -0.3
H 9.034 0.440 -3.207 0.1 0.6 0.2
H -6.170 -0.949 -3.215 0.1 -0.4 0.2
H 0.238 -7.127 1.022 -0.1 0.1 0.1
H -4.832 -0.566 -1.205 0.1 0.1 0.0
H 4.361 -2.339 4.160 0.0 -0.1 0.0
H -3.789 1.622 1.582 0.0 0.6 0.0
H -3.680 7.438 4.569 0.1 0.2 -0.1
H -0.253 -4.574 1.093 0.0 -0.3 0.2
H -7.784 2.680 -1.661 0.1 -0.2 -0.1
H -5.405 6.155 2.453 0.1 0.0 -0.3
H -1.486 7.065 6.483 0.1 -0.1 0.1
H -1.706 5.274 6.537 0.1 0.1 0.2
H -1.811 7.033 2.167 0.1 0.2 0.3
H -0.038 -7.031 -0.710 0.3 0.0 -0.1
H 5.146 3.989 2.447 -0.2 0.1 0.0
H -7.683 2.095 -0.031 0.0 -0.4 0.1
H -5.016 3.938 1.268 0.3 -0.3 0.0
H -2.785 5.014 2.847 0.4 0.0 -0.5
H -5.907 -4.865 -5.328 0.2 0.2 -0.1
H 6.083 -0.930 -1.829 0.0 0.0 0.0
H -4.163 -3.405 -4.869 -0.3 0.2 -0.1
H 2.290 -7.459 -1.387 0.1 0.0 0.0
H -6.085 3.777 2.681 -0.1 0.2 -0.2
H 2.264 3.911 2.330 0.1 -0.4 -0.4
H 7.151 2.833 -2.791 -0.3 -0.1 0.0
H 2.607 0.360 -0.330 -0.3 -0.2 0.6
H 5.283 1.220 -0.976 0.0 -0.4 0.4
H -4.694 5.397 3.887 -0.1 0.2 -0.1
```
Positions in Å, forces in eV/Å.

Computed properties:
Energy relative to the best compared isomer or geometry (same formula, charge and spin)   6.4 kcal per mole
Kohn-Sham gap   0.2945 hartree
Total charge   -1

---

| no. | strongest force on any atom (eV Å⁻¹) | calculated total energy (eV) | M (g mol⁻¹) |
| --- | --- | --- | --- |
| 1 | 0.65 | -209044.8267 | 908.6 |
| 2 | 0.64 | -122124.8646 | 791.7 |
| 3 | 2.02 | -18356.2805 | 223.3 |
| 4 | 2.08 | -88815.6089 | 854.5 |